95
Properties=species:S:1:pos:R:3:forces:R:3:lowdin_charge:R:1 method="wB97M-V/def2-TZVPD" charge=-1 e_above_lowest_kcal_mol=816.66 homo_ev=-5.25
C -18.48441 -0.69814 10.81229 -0.62 -3.01 2.52 0.00
C -19.03297 -1.43691 12.02664 1.13 1.83 0.92 -0.28
O -18.63684 -1.33535 13.16120 -0.71 -1.12 -1.97 0.16
N -20.39031 -2.16655 11.86438 0.07 -0.63 0.80 0.14
H -20.66752 -2.44333 10.93344 0.47 0.19 -0.61 0.16
H -20.28502 -3.02962 12.37830 0.34 -0.47 0.27 0.17
C -21.59995 -1.55250 12.48461 -0.12 0.57 -0.78 -0.01
H -18.21411 -1.24251 9.90748 0.04 0.09 1.80 0.06
H -17.66835 -0.09319 11.20749 -0.60 -3.38 -1.46 0.05
H -19.25555 0.02991 10.56046 0.17 -1.84 0.61 0.08
H -21.44987 -1.15640 13.48895 0.82 -0.34 -0.40 0.13
H -22.43937 -2.24734 12.51006 0.78 -0.63 -0.30 0.11
H -21.89836 -0.74380 11.81748 0.85 -1.00 0.57 0.07
C -22.62511 5.70145 12.45722 -0.03 0.32 -0.52 0.02
C -23.11468 4.39062 13.00803 0.40 0.04 5.17 -0.29
O -22.59228 3.81061 13.96780 -2.77 2.67 -3.14 0.15
N -24.39765 3.80912 12.34971 0.95 -3.75 1.33 0.18
H -25.29225 3.98438 12.78455 0.16 0.54 0.56 0.18
H -24.38313 4.18736 11.41333 -1.11 1.88 -1.03 0.02
C -24.31226 2.28079 12.04149 -0.43 0.50 2.63 0.01
H -22.08370 5.28207 11.60922 -0.85 1.67 0.24 0.03
H -21.88743 6.26192 13.03150 -0.08 -0.81 0.71 0.11
H -23.29478 6.44247 12.02071 -0.51 -0.65 0.23 0.10
H -24.96102 1.87153 11.26708 1.00 2.27 2.30 0.04
H -24.59119 1.68868 12.91310 -0.25 0.77 0.33 0.11
H -23.29779 2.02306 11.73728 -2.46 1.92 1.32 0.07
C -24.40137 -1.39048 9.41952 0.14 0.27 -0.94 0.03
C -24.32777 -0.26953 8.39923 0.59 1.35 0.20 -0.36
O -24.30540 -0.46073 7.21269 -0.27 0.02 0.43 0.13
N -24.11328 1.16883 8.91740 -7.00 -11.19 7.02 0.01
H -23.35594 1.12113 9.58392 -3.75 -0.14 -1.95 0.01
H -23.66256 1.74490 8.22091 0.59 0.44 -0.94 -0.23
C -25.43083 1.68514 9.44196 0.38 -0.27 -0.67 0.04
H -24.44172 -2.31703 8.84683 -0.45 -0.02 0.09 0.09
H -25.23997 -1.24579 10.10064 0.32 -0.18 0.20 0.10
H -23.45426 -1.42142 9.95813 -0.31 0.15 0.39 0.07
H -25.52036 1.43183 10.49833 -1.55 -1.68 -2.11 0.05
H -26.30816 1.37113 8.87646 0.36 -0.12 -0.25 0.12
H -25.27853 2.76182 9.51734 -1.22 -0.42 -0.96 0.11
C -20.95003 3.63943 11.34837 1.29 -0.55 -0.20 0.01
C -19.67365 3.39558 12.08059 -0.70 -1.19 1.61 -0.27
O -19.22097 4.18770 12.85389 0.73 -0.03 -0.54 0.16
N -19.15031 1.94770 12.11312 5.89 5.93 0.18 0.07
H -19.26156 1.64071 13.06889 0.10 -0.34 1.21 0.08
H -19.76547 1.42244 11.50835 1.21 0.43 1.54 -0.06
C -17.67596 1.85861 11.67150 -0.90 1.93 2.37 0.06
H -21.79600 3.33421 11.96424 0.94 0.03 0.07 0.09
H -21.11428 3.05163 10.44525 1.15 1.25 0.44 0.10
H -21.08900 4.71000 11.19780 1.91 -1.32 -0.49 0.08
H -17.12064 2.32301 12.48639 0.22 -0.06 -0.11 0.11
H -17.51110 2.39133 10.73495 0.23 -0.28 0.56 0.11
H -17.52555 0.77954 11.63848 1.14 3.47 1.13 0.03
C -19.70698 -2.59125 6.42333 0.61 -0.17 0.83 0.02
C -19.33794 -1.54601 7.50072 -1.86 0.36 -0.17 -0.28
O -18.67792 -1.73440 8.48877 -0.87 -0.79 -3.04 0.11
N -20.06271 -0.19380 7.36960 -8.76 -14.26 -4.13 0.14
H -19.39640 0.54692 7.53534 1.45 -1.75 -2.45 -0.28
H -20.23873 -0.03357 6.38805 -0.88 -0.25 -0.48 0.17
C -21.41750 -0.15132 8.16939 1.95 -3.80 -1.27 0.08
H -19.30231 -3.57798 6.64851 0.44 0.21 0.34 0.08
H -19.33141 -2.34393 5.43040 -0.38 0.37 0.01 0.09
H -20.78188 -2.76842 6.45919 -0.15 0.58 -0.37 0.08
H -21.95848 0.72835 7.82065 0.60 -8.88 -0.47 0.01
H -21.25848 0.06555 9.22570 1.38 -2.84 -1.77 0.10
H -22.02899 -1.03181 7.97212 0.48 -0.37 -0.08 0.11
O -21.72508 1.93639 7.00289 0.32 2.53 -3.28 0.12
C -22.87717 2.52123 6.68113 -1.76 5.69 -5.14 -0.65
O -23.01381 3.33998 5.73425 1.80 -2.19 1.00 0.03
O -23.86296 2.30968 7.43036 0.41 6.60 -8.45 0.15
H -21.96760 1.53531 7.84069 0.79 6.23 0.33 -0.03
O -23.63366 3.07732 10.00948 2.06 0.97 -0.43 -0.03
C -23.25012 4.33629 10.00548 3.88 2.03 -3.81 -0.85
O -22.10176 4.63802 9.60964 -1.27 -0.37 -1.46 0.01
O -24.07226 5.11897 10.35196 -4.59 3.74 1.14 0.07
H -22.85190 2.78579 9.53463 0.52 -0.90 -0.52 0.08
O -19.28477 1.51900 10.07323 2.68 1.53 -6.60 -0.05
C -18.52822 1.07351 9.08495 7.15 1.99 -0.17 -0.69
O -17.34576 0.75115 9.20120 -1.10 -0.27 -0.49 0.09
O -19.12874 1.28747 8.00450 5.98 13.51 4.23 0.20
H -19.88853 1.61021 9.33246 -3.44 1.90 0.75 0.11
O -23.21034 0.26843 14.01854 -1.67 -3.22 1.43 0.07
C -23.60116 -0.93470 13.50535 -3.09 -1.54 2.77 -0.87
O -24.14152 -0.87623 12.39052 -0.55 1.08 -2.42 -0.03
O -23.54143 -2.00214 14.14037 0.73 0.84 0.96 -0.01
H -23.47937 0.85505 13.30784 0.19 0.07 0.90 0.04
O -22.11647 1.78546 13.01434 0.59 1.39 -0.63 -0.09
C -21.25470 1.42319 13.92431 2.68 1.63 6.16 -0.87
O -20.29375 0.78658 13.49796 1.03 -5.24 -0.65 -0.04
O -21.16109 1.84701 15.04608 -2.17 1.58 2.37 0.09
H -21.49464 1.37638 12.40806 -0.23 -0.32 -2.20 0.03
O -23.04677 0.74851 10.76206 3.81 -3.38 3.35 0.05
C -21.84376 1.09366 10.39058 3.38 2.34 0.74 -0.65
O -21.75645 1.66153 9.28684 0.56 3.43 3.21 -0.10
O -20.84919 0.96130 11.16416 -8.49 -4.02 -1.97 -0.03
H -22.80286 0.33184 11.59181 -1.86 -1.15 1.54 0.10

8
Properties=species:S:1:pos:R:3:forces:R:3:lowdin_charge:R:1 method="wB97M-V/def2-TZVPD" charge=0 smiles=O[C@@]1(Br)CO1 e_above_lowest_kcal_mol=46.87 homo_ev=-10.41
O -0.13941 1.04700 -1.04660 0.60 -0.39 1.16 -0.01
C 0.19920 -0.11899 -0.37129 0.32 1.56 0.41 -0.94
Br 1.55153 -1.10486 -1.35875 -0.20 0.06 0.55 0.74
C -0.07779 -0.10470 1.09924 0.18 4.13 -0.27 -0.11
O -0.78328 -0.85367 0.20308 -2.13 -1.99 -1.31 -0.02
H -0.73251 0.82692 -1.74419 -0.75 -0.30 -1.12 0.09
H 0.60467 -0.55685 1.74003 0.83 -1.07 1.19 0.09
H -0.62241 0.86515 1.47847 1.14 -2.00 -0.62 0.16

14
Properties=species:S:1:pos:R:3:forces:R:3:mulliken_spin:R:1 method="wB97M-V/def2-TZVPD" charge=+1 spin_multiplicity=2 e_above_lowest_kcal_mol=0.00 homo_ev="-13.19 / -15.09"
O -0.59949 -1.16510 0.23451 0.35 0.55 0.90 0.02
C 0.52837 -0.48436 0.18914 0.02 -1.60 -2.71 0.06
C -1.57625 -0.53531 -0.61886 -0.60 0.23 -0.12 0.00
O 1.58331 -1.01847 0.59798 -0.39 2.12 0.10 0.01
O 0.52864 0.46379 -0.71592 0.36 -0.05 1.03 0.01
C -0.81771 0.67464 -1.18166 -0.48 0.25 -0.26 0.00
Zn 1.85576 -2.78503 1.00356 0.29 -1.72 0.48 0.90
H -2.43076 -0.25216 0.00203 0.15 -0.12 -0.22 0.00
H -1.86889 -1.26224 -1.38219 0.06 0.14 0.23 0.00
H -1.17685 1.63000 -0.78820 0.11 -0.21 -0.08 0.00
H -0.79122 0.69715 -2.27499 0.05 0.04 0.30 0.00
O 1.24985 1.31335 1.86105 1.90 -2.38 -0.45 0.00
H 1.99424 0.60468 1.66318 -2.03 2.67 0.76 0.00
H 1.52100 2.11906 1.41038 0.19 0.06 0.03 0.00

110
Properties=species:S:1:pos:R:3:forces:R:3:lowdin_charge:R:1 method="wB97M-V/def2-TZVPD" charge=-1 homo_ev=-5.13
Ta 0.25266 -0.12669 -0.55733 0.59 -0.70 0.03 1.79
Br 6.71853 1.48720 1.66173 0.01 0.01 0.00 0.69
C 4.87016 1.10669 1.61391 0.06 -0.01 -0.01 -0.74
C 4.06799 1.32445 2.73609 0.08 0.01 0.04 -0.74
Br 4.83171 2.00008 4.32609 0.01 0.02 0.02 0.69
C 2.70481 1.03599 2.70097 -0.12 -0.20 0.18 -0.62
Br 1.60373 1.20485 4.22077 -0.05 0.01 -0.07 0.76
C 2.14969 0.53415 1.53304 -0.14 0.04 0.00 -0.38
O 0.88064 0.22381 1.31328 0.04 0.12 0.21 -0.26
C 2.95401 0.33361 0.41354 0.10 0.11 -0.01 -0.45
O 2.28942 -0.08117 -0.64434 -0.20 0.02 0.07 -0.35
C 4.31277 0.60041 0.44482 -0.02 -0.04 -0.06 -0.64
Br 5.28497 0.27870 -1.13265 -0.01 0.01 0.05 0.79
Cl 2.12435 -2.84789 0.56499 -0.04 -0.15 0.02 0.85
C 2.51213 -3.64086 -0.91822 0.04 0.13 -0.01 -0.62
C 3.32415 -4.76182 -0.83995 -0.01 0.00 -0.09 -0.12
C 3.65860 -5.45572 -1.98929 -0.01 0.03 0.06 -0.10
C 3.16726 -5.01909 -3.20754 0.01 -0.02 0.02 -0.14
C 2.35773 -3.90083 -3.26107 0.01 0.03 -0.16 -0.67
Cl 1.78338 -3.42963 -4.83779 0.02 0.00 0.03 0.65
C 1.99484 -3.15513 -2.12535 0.22 0.10 0.04 -0.62
S 0.92497 -1.79786 -2.38144 -0.54 0.19 0.33 0.73
H 3.68712 -5.07448 0.12847 0.01 0.00 0.03 0.10
H 4.29523 -6.32824 -1.93782 0.01 -0.01 0.01 0.10
H 3.40624 -5.53612 -4.12576 0.00 -0.01 -0.01 0.10
O 0.39212 -2.02241 2.52682 -0.06 -0.13 -0.12 0.02
C -0.61680 -2.10168 1.87413 0.05 0.03 0.10 -0.45
N -1.00722 -1.34480 0.73714 0.13 0.37 -0.17 -0.02
C -2.41676 -1.47616 0.65150 -0.16 0.26 0.16 -0.47
O -3.19869 -0.69930 0.16629 0.08 -0.13 -0.03 0.09
C -2.81717 -2.68189 1.43385 0.00 -0.03 -0.12 -0.10
C -4.00979 -3.37709 1.46821 0.03 0.02 0.11 0.00
C -4.06006 -4.48950 2.30030 0.01 0.00 0.00 -0.08
C -2.95849 -4.86451 3.07255 -0.04 -0.01 -0.01 -0.08
C -1.77263 -4.14099 3.03656 -0.04 0.08 0.02 0.00
C -1.73398 -3.04817 2.19207 0.05 -0.05 -0.05 -0.09
H -4.85168 -3.07014 0.86290 -0.02 0.01 -0.03 0.12
H -4.96522 -5.08101 2.34886 -0.01 -0.02 0.01 0.10
H -3.03243 -5.73983 3.70502 -0.01 -0.01 0.02 0.10
H -0.91366 -4.41422 3.63407 0.02 -0.01 0.00 0.12
N -1.75637 3.22233 4.84728 -0.09 -0.06 0.01 0.12
N -2.17486 2.36929 3.83393 0.00 -0.02 0.07 -0.30
N -3.31644 1.72660 3.86993 -0.01 -0.03 -0.01 0.12
C -3.20806 0.98782 2.76723 -0.09 -0.04 0.05 -0.20
N -2.04436 1.17738 2.13579 0.05 0.05 -0.06 0.05
N -1.39956 2.07871 2.83092 0.10 0.03 -0.09 0.07
H -2.47131 3.93408 4.94484 0.07 0.12 0.00 0.09
H -0.89329 3.63133 4.50222 0.02 0.04 0.06 0.08
H -3.97644 0.32444 2.41344 -0.03 -0.04 -0.02 0.10
C 0.32378 3.95206 -2.13567 -0.08 0.04 0.09 -0.13
S 1.03069 2.53009 -1.34311 -0.49 -0.20 -0.28 0.47
O 2.32032 2.91593 -0.86336 -0.03 0.08 0.01 -0.25
O 0.94900 1.38772 -2.28183 0.25 0.08 -0.22 -0.46
O 0.07269 2.05481 -0.26456 0.43 -0.15 -0.05 -0.47
H 1.07149 4.73855 -2.10984 0.02 0.02 -0.01 0.07
H -0.57256 4.23878 -1.59118 0.01 -0.01 0.02 0.05
H 0.06190 3.68166 -3.15572 0.01 -0.02 -0.01 0.06
C -7.77311 1.12273 0.06949 -0.01 0.00 0.02 -0.05
C -6.46357 1.29269 -0.64998 -0.01 0.00 -0.04 -0.27
C -5.39856 1.96044 -0.06770 0.06 -0.01 -0.04 -0.03
C -4.17751 2.09367 -0.71684 0.00 0.01 -0.01 -0.30
C -3.17496 3.02975 -0.08615 0.12 -0.03 0.05 -0.10
C -3.96710 1.48503 -1.97477 0.00 0.08 -0.03 -0.26
As -2.02126 1.51924 -2.45935 -0.14 -0.28 0.16 1.39
N -1.40619 -0.21981 -1.89883 -0.30 0.36 -0.52 -0.38
C -2.08358 -1.36846 -2.39884 0.06 0.14 0.03 -0.41
C -2.88952 -1.28171 -3.53066 -0.15 -0.10 0.03 -0.11
C -3.53728 -2.38175 -4.07782 -0.01 0.09 0.02 -0.09
C -3.41783 -3.62986 -3.50027 0.04 -0.10 0.05 -0.11
C -2.60868 -3.75131 -2.37684 -0.04 0.02 -0.06 -0.08
C -1.94656 -2.65936 -1.85010 -0.08 0.08 0.00 -0.12
C -2.00534 1.80197 -4.43320 0.14 0.02 -0.05 -0.29
C -1.32279 1.06430 -5.41752 -0.12 0.10 -0.01 -0.25
C -0.50021 -0.15306 -5.13473 0.10 -0.10 -0.09 -0.06
C -1.35857 1.49908 -6.74344 0.02 0.00 0.01 -0.02
C -1.98838 2.66530 -7.13155 -0.04 0.04 0.01 -0.28
C -2.02832 3.09915 -8.57011 0.01 0.01 -0.04 -0.06
C -2.56241 3.44084 -6.13523 -0.04 -0.02 0.01 -0.03
C -2.56949 3.04281 -4.80428 -0.01 0.00 -0.04 -0.30
C -3.14828 4.02035 -3.81104 -0.05 0.00 0.10 -0.07
C -5.09560 0.98169 -2.64302 0.04 0.00 -0.04 -0.25
C -5.19262 0.67220 -4.12000 0.09 -0.02 -0.05 -0.05
C -6.30356 0.86710 -1.95526 0.00 -0.05 0.02 -0.03
H -7.67430 1.36963 1.12619 0.00 0.01 0.01 0.07
H -8.13174 0.09548 -0.00588 0.00 -0.02 0.00 0.08
H -8.54335 1.77003 -0.35555 -0.01 0.00 0.00 0.08
H -5.51901 2.40326 0.91537 0.00 0.02 0.02 0.11
H -3.56807 3.39842 0.86220 0.01 0.01 0.03 0.07
H -3.02258 3.89463 -0.74046 -0.01 0.00 0.01 0.07
H -2.20064 2.58825 0.10158 -0.03 -0.04 0.01 0.01
H -2.96478 -0.33560 -4.04054 -0.11 -0.10 0.08 0.04
H -4.12726 -2.25138 -4.97762 -0.01 0.02 -0.01 0.10
H -3.91887 -4.49142 -3.92205 -0.01 -0.01 0.00 0.09
H -2.46968 -4.71572 -1.90334 0.00 -0.02 0.00 0.10
H -1.30007 -2.83227 -1.00899 0.06 0.00 0.00 0.07
H 0.20446 0.03441 -4.33592 0.16 0.02 0.23 0.03
H 0.06989 -0.42936 -6.02193 0.02 0.00 0.01 0.08
H -1.09758 -1.01274 -4.84474 0.07 -0.04 -0.01 0.06
H -0.84832 0.89879 -7.48894 0.01 0.00 -0.02 0.11
H -1.43668 2.43247 -9.19654 0.01 0.00 -0.01 0.07
H -1.63801 4.11136 -8.68976 0.00 0.01 0.00 0.08
H -3.05098 3.09801 -8.95278 -0.01 0.00 0.00 0.08
H -3.01628 4.39189 -6.39428 -0.01 0.02 -0.01 0.11
H -3.55794 4.88134 -4.33780 0.00 0.03 0.00 0.08
H -2.37518 4.38643 -3.12745 -0.04 -0.04 -0.01 0.06
H -3.94066 3.59527 -3.19368 0.00 -0.03 -0.05 0.06
H -4.32189 0.97733 -4.69403 0.00 0.00 0.05 0.06
H -6.05118 1.21490 -4.52131 0.00 0.02 -0.02 0.08
H -5.37048 -0.38831 -4.29292 0.01 -0.03 0.01 0.07
H -7.15156 0.43904 -2.48233 -0.02 0.00 -0.01 0.12

17
Properties=species:S:1:pos:R:3:forces:R:3:lowdin_charge:R:1 method="wB97M-V/def2-TZVPD" charge=0 e_above_lowest_kcal_mol=40.94 homo_ev="-7.87 / -7.78"
C 1.72121 -1.96176 2.26975 -1.00 3.02 -2.34 -0.37
C 0.20868 1.80634 0.48829 -1.24 -0.59 -2.92 -0.49
N -1.28212 0.15711 -3.02120 -1.99 -0.50 1.72 -0.19
N -2.09622 -0.57088 -3.70685 2.30 1.90 -1.23 0.07
P 0.19404 -1.10791 -0.37284 -0.84 -0.93 0.74 -0.11
S 0.91831 -0.42746 -2.16064 0.50 0.22 -0.18 0.17
S 1.90683 -0.81943 0.79483 0.81 -0.62 0.69 0.42
S -1.08881 0.47221 0.43674 1.01 -0.05 -0.86 0.37
H 1.01671 -1.55841 2.90978 -1.53 0.79 1.27 0.01
H 2.60752 -1.99863 2.74635 3.21 0.14 1.40 -0.01
H 1.46883 -2.89373 1.99970 -1.04 -3.32 -1.25 -0.01
H 1.06919 1.57633 -0.18031 -0.68 -0.08 0.49 -0.02
H 0.50252 1.81313 1.48483 0.51 0.97 1.58 -0.02
H -0.34024 2.62307 -0.01204 0.62 0.31 1.13 0.03
H -1.29774 0.50253 -1.98093 -0.73 -1.22 -1.46 0.03
H -0.73060 0.80274 -3.55310 0.25 0.07 -0.67 0.07
H -2.75757 -1.21525 -3.33319 -0.15 -0.11 1.90 0.05